{
  "formula": "C29H29F5N10O7SScTe",
  "method": "the ωB97M-V functional and the def2-TZVPD basis",
  "symbols": ["Sc", "C", "C", "C", "C", "C", "C", "C", "N", "N", "C", "C", "C", "C", "C", "C", "N", "C", "C", "C", "C", "C", "C", "N", "H", "H", "H", "H", "H", "H", "H", "H", "H", "H", "H", "H", "H", "H", "H", "H", "H", "H", "H", "H", "C", "C", "N", "N", "C", "S", "N", "N", "H", "H", "H", "H", "H", "H", "F", "Te", "F", "F", "F", "F", "O", "O", "C", "O", "C", "C", "C", "C", "C", "C", "N", "O", "O", "N", "O", "O", "H", "H", "H"],
  "coordinates": [[0.359, 0.023, 0.297], [-1.096, 2.747, -0.959], [-0.056, 3.609, -0.267], [0.250, 3.278, 1.167], [0.650, 4.319, 1.997], [0.873, 4.089, 3.338], [0.660, 2.809, 3.824], [0.295, 1.830, 2.934], [0.105, 2.028, 1.620], [-0.624, 1.435, -1.460], [0.395, 1.637, -2.512], [1.059, 0.341, -2.896], [1.962, 0.289, -3.946], [2.497, -0.935, -4.299], [2.073, -2.072, -3.624], [1.186, -1.920, -2.581], [0.709, -0.731, -2.189], [-1.778, 0.736, -2.079], [-2.421, -0.324, -1.232], [-3.779, -0.577, -1.318], [-4.303, -1.676, -0.662], [-3.443, -2.511, 0.034], [-2.108, -2.169, 0.093], [-1.601, -1.084, -0.499], [-1.489, 3.312, -1.811], [-1.926, 2.559, -0.276], [-0.455, 4.624, -0.275], [0.879, 3.660, -0.829], [0.773, 5.309, 1.576], [1.197, 4.889, 3.991], [0.803, 2.565, 4.867], [0.163, 0.822, 3.284], [1.159, 2.324, -2.166], [-0.076, 2.080, -3.397], [2.238, 1.195, -4.472], [3.222, -1.006, -5.099], [2.430, -3.056, -3.897], [0.827, -2.778, -2.027], [-1.418, 0.215, -2.964], [-2.523, 1.459, -2.417], [-4.413, 0.078, -1.901], [-5.364, -1.886, -0.703], [-3.796, -3.408, 0.522], [-1.393, -2.804, 0.602], [-1.028, -2.375, 5.582], [-1.893, -1.386, 4.893], [-2.934, -0.809, 5.388], [-3.376, 0.011, 4.378], [-2.640, -0.024, 3.260], [-2.838, 0.810, 1.835], [-1.670, -0.938, 3.598], [-0.623, -1.305, 2.753], [-1.426, -2.548, 6.577], [-0.004, -2.009, 5.675], [-1.006, -3.324, 5.042], [-4.195, 0.578, 4.515], [-0.790, -2.241, 2.399], [0.248, -1.315, 3.274], [3.075, 1.478, 2.269], [3.382, 0.575, 0.662], [4.680, 0.218, -0.615], [4.243, 2.214, 0.438], [4.389, -0.478, 1.782], [1.690, -0.329, 1.781], [1.947, 1.115, -0.314], [1.010, -2.233, 0.374], [2.231, -2.342, 0.176], [3.012, -1.366, -0.132], [2.861, -3.686, 0.207], [4.234, -3.824, 0.035], [4.771, -5.092, 0.082], [4.008, -6.222, 0.294], [2.652, -6.041, 0.463], [2.061, -4.798, 0.422], [1.796, -7.225, 0.702], [0.619, -7.022, 0.919], [2.321, -8.311, 0.638], [6.233, -5.254, -0.102], [6.671, -6.381, -0.067], [6.880, -4.246, -0.274], [4.866, -2.962, -0.126], [4.456, -7.205, 0.326], [0.994, -4.700, 0.559]],
  "lowdin_charge": [1.065, -0.162, -0.099, -0.252, 0.005, -0.020, -0.031, -0.162, 0.024, -0.188, -0.127, -0.264, 0.012, -0.021, -0.026, -0.106, 0.077, -0.106, -0.291, -0.011, -0.029, -0.032, -0.141, 0.018, 0.134, 0.104, 0.131, 0.122, 0.126, 0.122, 0.119, 0.080, 0.114, 0.151, 0.130, 0.121, 0.117, 0.119, 0.136, 0.137, 0.128, 0.123, 0.118, 0.095, 0.006, -0.327, 0.139, 0.035, -0.771, 0.708, -0.085, 0.105, 0.094, 0.088, 0.089, 0.157, 0.090, 0.103, -0.345, 1.899, -0.339, -0.358, -0.301, -0.428, -0.539, -0.047, -0.533, -0.164, -0.077, 0.108, -0.089, 0.105, -0.098, 0.084, -0.348, 0.085, 0.114, -0.347, 0.107, 0.108, 0.143, 0.141, 0.131],
  "energy_ev": -112188.4618,
  "de_lowest_kcal_mol": 23.3,
  "total_charge": 1,
  "gap_ev": 7.5,
  "lumo_energy_ev": -3.505
}


{
  "formula": "C29H29GeN2O4STi",
  "method": "the ωB97M-V functional and the def2-TZVPD basis",
  "symbols": ["Ti", "C", "O", "C", "C", "C", "C", "C", "C", "N", "N", "C", "O", "C", "C", "C", "C", "C", "C", "C", "O", "H", "H", "H", "H", "H", "H", "H", "H", "H", "H", "H", "H", "C", "S", "C", "O", "H", "H", "H", "H", "H", "H", "Ge", "C", "C", "C", "C", "C", "C", "C", "C", "C", "C", "C", "C", "H", "H", "H", "H", "H", "H", "H", "H", "H", "H", "H"],
  "coordinates": [[0.791, 0.477, 0.079], [1.338, 4.287, -1.656], [1.846, 3.902, -2.930], [1.691, 2.652, -3.426], [1.879, 2.534, -4.799], [1.745, 1.320, -5.462], [1.408, 0.190, -4.751], [1.228, 0.273, -3.366], [0.889, -0.921, -2.646], [0.718, -1.018, -1.365], [0.384, -2.298, -0.924], [0.210, -2.271, 0.356], [0.398, -1.138, 1.020], [-0.157, -3.475, 1.108], [-0.378, -4.680, 0.442], [-0.752, -5.802, 1.158], [-0.908, -5.726, 2.538], [-0.691, -4.527, 3.202], [-0.318, -3.399, 2.488], [1.384, 1.497, -2.693], [1.250, 1.522, -1.362], [1.461, 5.366, -1.618], [1.895, 3.830, -0.839], [0.279, 4.041, -1.557], [2.125, 3.437, -5.342], [1.892, 1.274, -6.531], [1.281, -0.765, -5.244], [0.762, -1.840, -3.213], [-0.260, -4.719, -0.633], [-0.926, -6.738, 0.645], [-1.202, -6.604, 3.098], [-0.818, -4.472, 4.275], [-0.162, -2.453, 2.989], [3.809, -1.066, 0.446], [3.782, 0.455, 1.385], [4.646, 1.508, 0.232], [2.334, 0.960, 1.325], [4.831, -1.445, 0.456], [3.474, -0.879, -0.575], [3.151, -1.772, 0.950], [5.664, 1.134, 0.121], [4.667, 2.508, 0.660], [4.114, 1.504, -0.719], [-1.744, 1.053, -0.092], [-2.729, -0.527, 0.453], [-3.054, -1.506, -0.483], [-3.636, -2.699, -0.076], [-3.899, -2.919, 1.268], [-3.585, -1.944, 2.207], [-2.996, -0.756, 1.802], [-1.827, 2.564, 1.141], [-2.846, 3.514, 1.172], [-2.786, 4.581, 2.057], [-1.709, 4.714, 2.924], [-0.692, 3.774, 2.917], [-0.759, 2.708, 2.030], [-2.087, 1.433, -1.544], [-2.853, -1.339, -1.536], [-3.887, -3.457, -0.808], [-4.351, -3.849, 1.586], [-3.797, -2.116, 3.254], [-2.746, -0.001, 2.541], [-3.690, 3.424, 0.500], [-3.582, 5.314, 2.071], [-1.670, 5.548, 3.612], [0.141, 3.864, 3.603], [0.031, 1.959, 2.080]],
  "lowdin_charge": [0.916, -0.044, -0.055, -0.202, 0.035, -0.053, -0.026, -0.138, -0.004, -0.072, 0.111, -0.416, -0.195, -0.158, -0.021, -0.065, -0.066, -0.065, -0.023, -0.220, -0.231, 0.101, 0.081, 0.100, 0.133, 0.115, 0.120, 0.146, 0.113, 0.109, 0.109, 0.109, 0.117, -0.219, 0.989, -0.215, -0.615, 0.077, 0.061, 0.065, 0.075, 0.071, 0.063, 0.979, -0.375, -0.130, -0.079, -0.078, -0.081, -0.112, -0.366, -0.101, -0.072, -0.074, -0.075, -0.144, -0.025, 0.098, 0.108, 0.108, 0.109, 0.103, 0.105, 0.109, 0.109, 0.109, 0.063],
  "energy_ev": -132175.5934,
  "de_lowest_kcal_mol": 0.0,
  "total_charge": 1,
  "gap_ev": [7.0, 7.0],
  "lumo_energy_ev": [-3.848, -3.846]
}


{
  "formula": "C29H29N2O4SSn",
  "method": "the ωB97M-V functional and the def2-TZVPD basis",
  "symbols": ["C", "C", "C", "H", "C", "C", "H", "C", "C", "C", "H", "C", "C", "H", "H", "H", "H", "H", "H", "Sn", "C", "C", "C", "H", "H", "H", "H", "H", "H", "C", "C", "H", "H", "O", "N", "C", "H", "C", "C", "H", "C", "H", "C", "H", "C", "H", "C", "H", "H", "H", "O", "C", "N", "S", "O", "O", "C", "C", "C", "C", "C", "C", "H", "H", "H", "H"],
  "coordinates": [[0.457, -0.994, 2.142], [-0.931, -0.720, 2.096], [-1.495, -1.505, 1.079], [-1.460, -0.015, 2.713], [-0.457, -2.251, 0.481], [0.749, -1.942, 1.151], [-0.546, -2.896, -0.375], [1.462, 1.767, 0.559], [0.274, 1.923, 1.306], [-0.781, 2.188, 0.408], [0.185, 1.848, 2.374], [-0.240, 2.234, -0.901], [1.138, 1.976, -0.794], [-2.525, -1.488, 0.767], [1.723, -2.315, 0.894], [1.173, -0.528, 2.798], [1.826, 1.870, -1.612], [-1.812, 2.337, 0.678], [2.438, 1.526, 0.943], [0.000, 0.000, 0.000], [-0.970, 2.524, -2.186], [-0.331, 3.750, -2.845], [-2.450, 2.808, -1.943], [-0.208, 4.550, -2.117], [-0.954, 4.124, -3.658], [0.650, 3.516, -3.251], [-2.585, 3.774, -1.459], [-2.911, 2.051, -1.313], [-2.990, 2.834, -2.889], [-0.825, 1.340, -3.165], [-1.530, 0.113, -2.696], [0.226, 1.067, -3.260], [-1.166, 1.640, -4.152], [-1.449, -0.287, -1.516], [-2.303, -0.592, -3.543], [-2.750, -1.961, -3.392], [-2.805, -0.011, -4.196], [-3.785, -2.198, -2.316], [-3.763, -3.312, -1.488], [-2.999, -4.070, -1.589], [-4.747, -3.487, -0.523], [-4.718, -4.369, 0.101], [-5.755, -2.549, -0.370], [-6.520, -2.687, 0.382], [-5.779, -1.429, -1.193], [-6.562, -0.691, -1.083], [-4.803, -1.258, -2.159], [-4.832, -0.384, -2.801], [-1.886, -2.604, -3.223], [-3.150, -2.263, -4.360], [3.130, -0.416, 1.534], [3.203, -0.638, 0.336], [2.118, -0.532, -0.543], [2.680, -1.179, -2.086], [1.680, -2.312, -2.351], [2.425, -0.032, -3.069], [4.343, -1.528, -1.521], [5.442, -2.082, -2.188], [6.647, -2.263, -1.472], [6.735, -1.895, -0.117], [5.625, -1.344, 0.527], [4.443, -1.169, -0.201], [5.375, -2.372, -3.226], [7.514, -2.693, -1.956], [7.657, -2.040, 0.436], [5.686, -1.068, 1.574]],
  "lowdin_charge": [-0.217, -0.232, -0.255, 0.099, -0.245, -0.237, 0.092, -0.210, -0.223, -0.187, 0.104, -0.336, -0.167, 0.091, 0.098, 0.100, 0.098, 0.105, 0.094, 1.281, -0.488, -0.043, -0.043, 0.090, 0.075, 0.084, 0.089, 0.080, 0.080, -0.046, -0.404, 0.120, 0.123, -0.067, 0.071, -0.121, 0.135, -0.209, -0.042, 0.114, -0.087, 0.101, -0.100, 0.095, -0.089, 0.097, -0.046, 0.107, 0.131, 0.125, 0.022, -0.556, -0.179, 0.829, -0.383, -0.393, -0.220, -0.038, -0.077, -0.071, 0.010, -0.145, 0.107, 0.092, 0.098, 0.120],
  "energy_ev": -58375.3875,
  "de_lowest_kcal_mol": 93.0,
  "total_charge": -1,
  "gap_ev": 3.7,
  "lumo_energy_ev": 2.580
}